Version A
# C40H54BrF4N9SSiSr

A molecular structure, C40H54BrF4N9SSiSr (wB97M-V/def2-TZVPD, OMol25).

```
111
Properties=species:S:1:pos:R:3:mulliken_charge:R:1
Sr 1.62 0.28 0.45 1.6323
C 3.65 2.07 -0.10 -0.3451
N 3.44 1.68 1.30 0.5780
C 3.97 2.71 2.20 -1.4050
C 4.11 0.37 1.56 -1.6128
C 4.39 -0.71 0.43 -0.4885
N 3.28 -1.31 -0.29 0.2071
C 3.49 -2.14 -1.32 -1.0129
C 2.34 -2.47 -2.09 0.0064
F 1.17 -1.89 -1.72 0.1626
C 2.37 -3.32 -3.16 0.2848
F 1.23 -3.58 -3.81 -0.2932
C 3.56 -3.91 -3.58 -0.7686
C 4.69 -3.60 -2.86 0.2276
F 5.87 -4.14 -3.22 -0.3457
C 4.67 -2.75 -1.77 0.6132
F 5.84 -2.53 -1.12 -0.3713
H 3.45 1.22 -0.77 -0.0383
H 4.71 2.32 -0.26 0.4214
H 3.03 2.91 -0.39 -0.1471
H 3.44 3.64 2.00 0.2336
H 5.04 2.86 2.02 0.3841
H 3.82 2.41 3.24 0.3699
H 3.63 -0.11 2.42 0.2597
H 5.14 0.58 1.85 0.5118
H 4.95 -1.44 1.02 0.6875
H 5.11 -0.23 -0.24 0.4278
H 3.59 -4.58 -4.43 0.5016
C -1.60 3.85 -2.54 -0.6861
C -0.75 4.50 -3.41 -0.6552
C 0.54 4.02 -3.56 -0.7261
C 0.94 2.91 -2.83 0.2066
N 0.13 2.29 -1.97 0.6210
C -1.11 2.75 -1.84 -0.9898
C 2.30 2.34 -3.03 0.6279
C 3.40 3.18 -3.21 -0.5576
C 4.63 2.61 -3.48 -0.8204
C 4.72 1.23 -3.57 -0.7078
C 3.58 0.48 -3.36 -0.1866
N 2.39 1.01 -3.08 -0.2763
H -2.62 4.17 -2.40 0.4835
H -1.08 5.36 -3.98 0.4327
H 1.23 4.48 -4.26 0.5328
H -1.75 2.23 -1.15 0.6112
H 3.28 4.25 -3.13 0.4624
H 5.50 3.23 -3.62 0.4175
H 5.66 0.74 -3.80 0.4909
H 3.61 -0.60 -3.42 0.5209
N 0.57 0.14 2.84 0.1472
C 0.89 0.33 3.94 -0.0061
C 1.36 0.70 5.19 0.3114
C 1.97 1.97 5.25 0.1443
N 2.40 3.04 5.23 -0.6581
C 1.19 -0.14 6.32 -0.0827
N 1.06 -0.82 7.24 -0.5376
S 1.33 4.77 0.42 -0.3863
C 0.07 4.23 1.42 0.2769
N 0.27 3.85 2.69 -0.0328
C -0.75 3.24 3.55 -0.6905
C -1.86 2.65 2.70 0.4324
C -2.32 3.71 1.72 -0.9589
N -1.19 4.18 0.95 -0.0551
H 1.21 3.92 3.04 0.2200
H -1.15 3.99 4.24 0.3438
H -0.27 2.48 4.15 -0.0777
H -2.68 2.32 3.33 0.6215
H -1.48 1.78 2.15 -0.4234
H -2.77 4.55 2.27 0.3460
H -3.08 3.34 1.03 0.4251
H -1.27 4.37 -0.04 0.1260
C -2.95 -1.53 2.88 -1.9858
C -2.53 -2.59 1.86 2.6434
C -1.03 -2.86 2.10 -1.8825
C -3.29 -3.90 2.17 -1.6581
Si -2.90 -2.03 0.07 -1.1532
Br -1.48 -0.23 -0.25 -0.1374
C -4.61 -1.18 -0.20 2.6281
C -4.79 -0.83 -1.68 -1.9814
C -5.77 -2.11 0.20 -1.8500
C -4.77 0.12 0.61 -1.9233
C -2.41 -3.26 -1.32 2.8443
C -2.14 -2.56 -2.67 -1.7753
C -3.52 -4.29 -1.55 -1.8756
C -1.13 -4.02 -0.94 -2.0442
H -2.64 -1.86 3.87 0.6481
H -4.03 -1.38 2.91 0.3891
H -2.46 -0.57 2.69 0.1920
H -0.87 -2.98 3.17 0.6669
H -0.41 -2.02 1.79 0.1043
H -0.67 -3.76 1.61 0.2567
H -3.05 -4.21 3.19 0.5139
H -2.99 -4.71 1.51 0.3155
H -4.37 -3.78 2.11 0.2664
H -4.90 -1.71 -2.30 0.3284
H -3.96 -0.23 -2.08 0.2735
H -5.70 -0.24 -1.79 0.6306
H -5.78 -3.05 -0.35 0.3055
H -6.72 -1.60 0.00 0.5182
H -5.76 -2.34 1.27 0.3290
H -3.92 0.79 0.50 0.1370
H -4.92 -0.06 1.67 0.3188
H -5.66 0.64 0.24 0.6155
H -3.05 -2.23 -3.16 0.3530
H -1.66 -3.29 -3.34 0.5448
H -1.46 -1.72 -2.59 0.1615
H -4.44 -3.84 -1.94 0.3182
H -3.78 -4.86 -0.65 0.2995
H -3.18 -5.02 -2.30 0.5339
H -0.32 -3.37 -0.62 0.1532
H -0.77 -4.56 -1.82 0.6898
H -1.32 -4.76 -0.16 0.3201
```

Results
Multiplicity: 1
Kohn-Sham gap in eV: 7.24
Total charge: 0

---

Version B
# C40H54BrF4N9SSiSr

A molecular structure, C40H54BrF4N9SSiSr (wB97M-V/def2-TZVPD, OMol25).

```
111
Properties=species:S:1:pos:R:3:mulliken_charge:R:1
Sr 0.46 -0.35 -2.12 1.2802
C 0.65 0.27 -5.81 -1.2259
N 0.40 -0.52 -4.61 0.3403
C 0.97 -1.86 -4.71 -0.7322
C -1.08 -0.62 -4.37 -0.3539
C -1.69 -1.41 -3.09 -1.7990
N -2.02 -0.64 -1.92 0.2920
C -2.96 0.39 -2.12 -0.0206
C -2.44 2.44 -3.39 -0.5233
F -1.28 2.61 -4.05 -0.4497
C -3.59 2.92 -3.83 -0.1579
F -3.68 3.62 -4.98 -0.4254
C -4.85 2.64 -3.12 -0.3427
C -5.34 1.21 -1.53 0.8595
F -6.48 0.92 -0.84 -0.4761
C -4.27 0.12 -1.45 -0.4835
F -4.40 -0.85 -0.52 -0.4376
H 0.22 -0.20 -6.70 0.3315
H 0.20 1.26 -5.68 0.2967
H 1.72 0.39 -5.94 0.3085
H 0.98 -2.37 -3.74 0.1333
H 0.37 -2.49 -5.39 0.3471
H 2.00 -1.83 -5.07 0.3256
H -1.45 0.40 -4.29 0.2669
H -1.51 -1.06 -5.28 0.4257
H -2.51 -1.99 -3.53 0.2068
H -0.99 -2.20 -2.78 1.1089
H -5.64 3.27 -3.54 0.6498
C -5.28 1.15 -3.06 -0.9211
C -4.92 2.70 -1.52 -1.0722
C -3.72 3.09 -0.73 -0.7715
C -2.51 2.64 -1.06 -0.4335
N -2.41 1.75 -2.18 2.4093
C -4.20 0.05 -2.97 -1.0760
C -1.25 3.15 -0.46 1.3286
C -1.27 3.92 0.70 -0.8601
C -0.10 4.51 1.14 -0.5091
C 1.06 4.33 0.39 -0.8384
C 0.99 3.52 -0.72 -0.7506
N -0.13 2.91 -1.14 0.1306
H -6.16 0.85 -3.62 0.5569
H -5.79 3.29 -1.22 0.7580
H -3.85 3.80 0.08 0.4705
H -4.19 -0.80 -3.63 0.5439
H -2.18 4.04 1.27 0.2130
H -0.09 5.10 2.04 0.4611
H 1.99 4.80 0.67 0.4711
H 1.87 3.32 -1.32 0.7185
N 2.49 -1.82 -1.30 0.5472
C 2.98 -2.86 -1.49 -0.1613
C 3.63 -4.07 -1.66 0.2562
C 4.53 -4.48 -0.64 -0.0280
N 5.23 -4.76 0.23 -0.6543
C 3.41 -4.78 -2.86 -0.1420
N 3.17 -5.32 -3.86 -0.5833
S 3.03 1.45 -2.38 -0.4042
C 4.12 0.77 -1.25 0.4179
N 4.17 1.22 0.01 -0.0769
C 4.88 0.55 1.09 -0.6500
C 5.06 -0.92 0.73 0.5913
C 5.71 -1.01 -0.64 -1.1267
N 4.95 -0.21 -1.60 -0.0830
H 3.44 1.88 0.24 0.0990
H 4.28 0.66 2.00 0.1284
H 5.84 1.03 1.26 0.4508
H 4.08 -1.41 0.69 -0.6739
H 5.67 -1.43 1.47 0.6117
H 5.74 -2.04 -1.00 0.4043
H 6.74 -0.64 -0.59 0.3923
H 4.80 -0.57 -2.52 0.2760
C 1.67 1.33 4.33 -1.7137
C 0.27 0.69 4.30 2.7764
C 0.01 0.04 5.67 -1.8339
C -0.73 1.84 4.13 -1.9616
Si 0.04 -0.59 2.88 -2.1163
Br 1.05 0.45 1.10 0.2447
C -1.77 -0.85 2.34 2.9754
C -1.89 -2.04 1.38 -1.8284
C -2.66 -1.13 3.56 -1.8920
C -2.34 0.37 1.58 -1.7486
C 1.04 -2.21 3.14 2.9750
C 1.31 -2.95 1.82 -2.0473
C 0.29 -3.17 4.09 -1.7761
C 2.41 -1.91 3.76 -1.9395
H 1.67 2.12 5.09 0.5929
H 1.93 1.80 3.38 0.1553
H 2.45 0.62 4.59 0.3410
H 0.08 0.80 6.45 0.5328
H 0.75 -0.73 5.91 0.3112
H -0.98 -0.42 5.74 0.3008
H -0.54 2.60 4.89 0.6765
H -1.77 1.51 4.24 0.2990
H -0.63 2.32 3.15 0.1562
H -1.67 -2.99 1.87 0.5415
H -1.25 -1.94 0.51 0.0680
H -2.91 -2.09 1.00 0.5343
H -2.33 -1.99 4.14 0.3508
H -3.68 -1.34 3.21 0.5383
H -2.73 -0.27 4.23 0.3143
H -1.79 0.55 0.66 -0.2995
H -2.34 1.28 2.18 0.3454
H -3.37 0.14 1.30 0.6826
H 0.41 -3.38 1.39 0.3806
H 2.00 -3.78 2.02 0.6507
H 1.76 -2.31 1.07 -0.0607
H -0.66 -3.51 3.66 0.3279
H 0.08 -2.72 5.06 0.3281
H 0.90 -4.06 4.25 0.5261
H 2.97 -1.18 3.17 0.0986
H 3.00 -2.83 3.79 0.6277
H 2.33 -1.53 4.78 0.4002
```

Results
Multiplicity: 1
Kohn-Sham gap in eV: 7.71
Total charge: 0

---

Least stable structure: version B

---

Version A
# C8H24O4

4 unconnected molecules or ions with the total composition C8H24O4 (wB97M-V/def2-TZVPD, OMol25).

```
36
Properties=species:S:1:pos:R:3:mulliken_charge:R:1
C -21.60 9.82 0.79 -1.0642
C -22.43 11.12 0.58 -0.1830
O -23.71 10.69 0.19 -0.5217
H -21.25 9.38 -0.14 0.3325
H -22.04 9.14 1.53 0.3007
H -20.70 9.98 1.38 0.3534
H -22.06 11.76 -0.22 0.2266
H -22.51 11.63 1.54 0.2521
H -23.63 10.07 -0.53 0.3036
C -13.80 6.22 -3.78 -0.9965
C -14.83 7.38 -3.61 -0.1700
O -14.76 7.95 -2.28 -0.5295
H -14.00 5.77 -4.74 0.3103
H -13.90 5.53 -2.94 0.2786
H -12.73 6.44 -3.79 0.2967
H -15.82 7.07 -3.95 0.2480
H -14.60 8.21 -4.28 0.2523
H -15.00 8.88 -2.34 0.3103
C -10.35 13.83 -6.35 -0.9843
C -11.50 13.20 -6.92 -0.1701
O -12.54 14.18 -6.83 -0.5368
H -9.80 14.46 -7.05 0.2846
H -9.60 13.15 -5.95 0.3403
H -10.62 14.36 -5.43 0.2839
H -11.70 12.29 -6.35 0.2869
H -11.22 13.04 -7.96 0.1935
H -12.49 14.80 -7.56 0.3018
C -16.60 15.15 0.56 -1.0599
C -15.64 15.07 -0.58 -0.1515
O -16.15 14.20 -1.61 -0.5217
H -16.81 14.18 1.02 0.2794
H -17.58 15.51 0.23 0.2897
H -16.22 15.85 1.31 0.3409
H -14.68 14.85 -0.10 0.2565
H -15.42 16.07 -0.93 0.2660
H -15.64 14.31 -2.42 0.3007
```

Results
Multiplicity: 1
Kohn-Sham gap in eV: 10.57
Total charge: 0

---

Version B
# C8H24O4

4 unconnected molecules or ions with the total composition C8H24O4 (wB97M-V/def2-TZVPD, OMol25).

```
36
Properties=species:S:1:pos:R:3:mulliken_charge:R:1
C 0.54 0.89 -0.23 -1.0908
C 0.21 -0.46 0.54 -0.0071
O -1.08 -0.55 0.97 -0.5893
H 1.51 0.77 -0.71 0.2858
H 0.80 1.63 0.52 0.3423
H -0.26 1.36 -0.80 0.3656
H 0.74 -0.63 1.47 0.1360
H 0.37 -1.40 0.00 0.1773
H -1.22 -1.45 1.27 0.3407
C 0.91 -3.35 3.25 -0.9635
C 0.28 -3.84 1.93 -0.2086
O -1.08 -3.47 1.99 -0.5492
H 0.26 -3.68 4.06 0.2763
H 1.00 -2.27 3.30 0.2591
H 1.88 -3.85 3.36 0.3187
H 0.21 -4.93 1.86 0.3679
H 0.55 -3.49 0.94 0.2565
H -1.66 -4.06 1.51 0.2731
C -5.13 -1.22 -0.59 -1.0176
C -4.24 -0.11 -0.14 -0.1947
O -2.98 -0.14 -0.87 -0.5754
H -5.18 -1.18 -1.68 0.2634
H -6.15 -1.13 -0.21 0.3427
H -4.80 -2.21 -0.29 0.2467
H -4.04 -0.03 0.93 0.2970
H -4.78 0.80 -0.41 0.2320
H -2.22 -0.10 -0.29 0.3979
C 3.04 3.84 -2.53 -0.5982
C 4.52 4.14 -2.23 -0.3314
O 4.99 5.10 -3.11 -0.5133
H 2.39 4.62 -2.13 0.2462
H 2.68 2.92 -2.07 0.0333
H 2.94 3.71 -3.61 0.2970
H 5.20 3.29 -2.18 0.2817
H 4.68 4.54 -1.23 0.2804
H 5.11 5.89 -2.58 0.3215
```

Results
Multiplicity: 1
Kohn-Sham gap in eV: 10.07
Total charge: 0

---

Least stable structure: version A

---

Version A
# C9H11NO

C9H11NO in the gas phase (wB97M-V/def2-TZVPD, OMol25).

```
22
Properties=species:S:1:pos:R:3:mulliken_charge:R:1
N -0.80 -1.28 -2.07 -0.6876
C -0.55 0.17 -2.40 0.1495
C -1.85 1.02 -2.27 -0.8615
C -0.63 1.23 -1.26 -0.2652
O -0.92 0.57 -0.03 -0.5259
C 0.08 0.29 0.80 0.4829
C -0.22 0.14 2.19 -0.3868
C 0.58 -0.34 3.14 -0.3705
C 1.81 -0.89 2.68 -0.3214
C 2.16 -0.64 1.43 -0.3611
C 1.38 -0.02 0.41 -0.3497
H -0.90 -1.29 -0.98 0.3364
H -1.63 -1.57 -2.52 0.2699
H 0.05 0.50 -3.34 0.2498
H -2.04 1.89 -2.85 0.3286
H -2.73 0.37 -1.94 0.2322
H -0.09 2.10 -1.23 0.5915
H -1.32 0.43 2.33 0.2135
H 0.26 -0.22 4.20 0.3267
H 2.61 -1.52 3.21 0.2368
H 3.09 -1.06 1.13 0.3305
H 1.67 0.11 -0.61 0.3817
```

Results
Multiplicity: 1
Kohn-Sham gap in eV: 9.59
Total charge: 0

---

Version B
# C9H11NO

C9H11NO in the gas phase (wB97M-V/def2-TZVPD, OMol25).

```
22
Properties=species:S:1:pos:R:3:mulliken_charge:R:1
C -3.08 0.03 0.06 -0.6109
C -2.68 -1.30 -0.17 -0.6206
C -2.03 0.84 0.02 -0.4578
C -1.34 -1.18 -0.34 -0.6383
C 2.57 -0.90 0.62 -0.2628
C 2.21 -1.14 -0.60 -0.2194
C 1.52 -0.10 1.35 -0.8290
C 0.44 0.43 -0.41 0.7129
C 0.72 1.88 -0.59 -1.3834
N -0.89 0.11 -0.27 0.3579
O 1.15 -0.51 -1.19 -0.4031
H -4.10 0.38 0.08 0.3779
H -3.23 -2.16 -0.10 0.5267
H -1.88 1.83 0.08 0.5005
H -0.64 -1.90 -0.50 0.4269
H 3.39 -1.50 1.04 0.3313
H 2.75 -1.73 -1.36 0.3993
H 1.07 -0.62 2.16 0.3483
H 1.82 0.82 1.55 0.3654
H 1.76 2.19 -0.66 0.3294
H 0.38 2.22 0.52 0.3500
H 0.06 2.33 -1.31 0.3987
```

Results
Multiplicity: 1
Kohn-Sham gap in eV: 9.09
Total charge: 0

---

Least stable structure: version B